Record 1
15 unconnected molecules or ions with the total composition C36H80N2O38 in a non-equilibrium geometry, computed with wB97M-V/def2-TZVPD.

Last column: Mulliken charge in e.
Cartesian coordinates (Å):
O (-0.389, -2.257, 0.242)  -0.11
H (-0.392, -2.471, -0.695)  0.11
H (-0.373, -1.136, 1.205)  0.37
H (0.209, -3.032, 0.695)  0.12
O (2.847, -2.097, -2.324)  -0.36
H (3.800, -1.726, -2.370)  0.20
H (1.917, -4.236, -2.706)  0.34
H (2.311, -1.282, -2.356)  0.13
N (0.510, -0.370, 2.623)  0.69
O (1.331, -1.271, 2.459)  -0.39
O (-0.541, -0.403, 1.913)  0.15
O (0.643, 0.599, 3.315)  -0.65
N (0.619, -5.346, -2.667)  0.69
O (1.996, -5.225, -2.782)  -0.38
O (0.102, -6.497, -2.910)  -0.54
O (-0.095, -4.304, -2.559)  -0.15
C (3.372, 5.230, 3.709)  -1.00
C (4.916, 5.350, 3.744)  -0.47
C (5.485, 4.436, 2.653)  -0.16
C (6.993, 4.637, 2.279)  -0.79
C (7.388, 3.617, 1.183)  0.18
C (8.910, 3.408, 1.030)  -1.16
H (2.920, 5.487, 2.674)  0.13
H (2.966, 5.963, 4.409)  0.41
H (3.084, 4.257, 3.975)  0.31
H (5.319, 6.366, 3.441)  0.33
H (5.254, 5.068, 4.713)  0.33
H (4.911, 4.662, 1.705)  0.22
H (5.176, 3.384, 2.911)  -0.03
H (7.144, 5.689, 1.982)  0.31
H (7.581, 4.493, 3.146)  0.39
H (6.920, 2.640, 1.370)  -0.17
H (6.874, 3.873, 0.233)  0.31
H (9.397, 4.198, 0.313)  0.26
H (9.497, 3.578, 1.957)  0.31
H (9.012, 2.350, 0.700)  0.32
C (-1.493, 4.798, 4.313)  -0.60
O (-0.433, 5.265, 3.471)  -0.23
C (-0.968, 5.753, 2.316)  0.78
O (-2.131, 6.099, 2.199)  -0.64
O (-0.079, 5.738, 1.338)  -0.17
C (-0.580, 6.385, 0.130)  -0.35
H (-2.028, 3.932, 3.935)  0.19
H (-2.196, 5.590, 4.605)  0.29
H (-0.990, 4.467, 5.239)  0.25
H (-1.520, 6.010, -0.180)  -0.04
H (0.241, 6.169, -0.532)  0.16
H (-0.632, 7.410, 0.306)  0.43
C (1.106, 2.762, -1.286)  -0.53
O (1.830, 1.577, -1.622)  0.11
C (2.105, 1.527, -2.967)  0.63
O (2.611, 0.525, -3.373)  -0.69
O (1.788, 2.599, -3.638)  -0.43
C (1.912, 2.520, -5.082)  -0.62
H (1.560, 3.733, -1.425)  0.34
H (0.946, 2.607, -0.209)  0.20
H (0.123, 2.777, -1.650)  0.12
H (2.020, 3.586, -5.312)  0.26
H (1.030, 1.979, -5.458)  0.20
H (2.861, 2.035, -5.283)  0.31
C (-2.503, 2.217, 0.793)  -0.27
O (-3.415, 3.277, 0.343)  -0.22
C (-2.925, 4.061, -0.638)  0.62
O (-1.892, 3.875, -1.264)  -0.45
O (-3.644, 5.113, -0.843)  -0.42
C (-4.841, 5.279, -0.010)  -0.52
H (-2.998, 1.719, 1.602)  0.20
H (-1.546, 2.699, 1.081)  0.22
H (-2.309, 1.455, 0.016)  -0.01
H (-5.315, 6.112, -0.414)  0.34
H (-4.527, 5.490, 1.065)  0.18
H (-5.478, 4.391, -0.025)  0.19
C (-5.059, -1.566, 2.838)  -0.63
O (-5.616, -0.250, 2.498)  -0.14
C (-6.955, -0.257, 2.314)  0.72
O (-7.642, -1.216, 2.437)  -0.59
O (-7.449, 0.934, 2.029)  -0.41
C (-6.560, 1.948, 1.514)  -0.44
H (-4.083, -1.408, 3.262)  0.12
H (-4.975, -2.147, 1.923)  0.18
H (-5.704, -1.998, 3.568)  0.45
H (-7.100, 2.927, 1.593)  0.26
H (-6.263, 1.683, 0.517)  0.25
H (-5.620, 2.065, 2.040)  0.22
C (6.801, -1.904, -1.186)  -0.60
O (6.753, -1.017, -0.102)  -0.33
C (5.551, -0.945, 0.502)  0.65
O (4.538, -1.455, 0.081)  -0.34
O (5.694, -0.208, 1.579)  -0.34
C (4.561, 0.012, 2.457)  -0.44
H (6.425, -2.909, -0.890)  0.25
H (7.916, -2.117, -1.383)  0.23
H (6.260, -1.547, -2.103)  0.22
H (3.811, 0.594, 1.921)  0.22
H (5.035, 0.406, 3.369)  0.23
H (4.099, -0.973, 2.731)  0.18
C (-4.720, -5.831, -8.877)  -0.69
O (-3.506, -5.501, -8.232)  -0.35
C (-3.469, -5.495, -6.834)  0.84
O (-4.493, -5.744, -6.232)  -0.59
O (-2.300, -5.249, -6.453)  -0.29
C (-2.109, -5.271, -4.966)  -0.02
H (-5.017, -5.093, -9.670)  0.22
H (-5.489, -6.125, -8.240)  0.38
H (-4.441, -6.730, -9.410)  0.25
H (-3.082, -4.951, -4.633)  0.27
H (-1.334, -4.466, -4.788)  -0.27
H (-1.789, -6.217, -4.479)  0.23
C (3.038, -4.594, 0.585)  -0.58
O (2.765, -4.379, 2.077)  -0.42
C (1.512, -4.429, 2.411)  0.93
O (0.626, -4.571, 1.656)  -0.71
O (1.306, -4.453, 3.708)  -0.20
C (2.443, -4.546, 4.616)  -0.73
H (4.040, -4.971, 0.574)  0.38
H (2.877, -3.667, 0.081)  0.09
H (2.296, -5.268, 0.218)  0.39
H (2.750, -5.600, 4.661)  0.30
H (2.042, -4.243, 5.600)  0.22
H (3.152, -3.773, 4.388)  0.27
C (-1.785, -5.065, 4.621)  -0.59
O (-2.011, -3.575, 4.511)  -0.18
C (-1.552, -2.809, 5.397)  0.77
O (-0.808, -3.048, 6.308)  -0.63
O (-1.987, -1.496, 5.090)  -0.15
C (-1.534, -0.323, 5.691)  -0.57
H (-0.789, -5.278, 4.236)  0.11
H (-2.602, -5.543, 4.151)  0.24
H (-1.849, -5.218, 5.721)  0.36
H (-1.816, -0.237, 6.739)  0.35
H (-2.083, 0.469, 5.127)  0.09
H (-0.430, -0.173, 5.525)  0.22
C (1.034, -1.930, -5.456)  -0.13
O (0.260, -0.639, -5.537)  -0.38
C (-0.447, -0.387, -4.441)  0.60
O (-0.601, -1.025, -3.437)  -0.17
O (-0.960, 0.904, -4.577)  -0.31
C (-2.031, 1.140, -3.680)  -0.51
H (1.474, -1.894, -4.445)  -0.02
H (1.741, -1.812, -6.254)  0.27
H (0.369, -2.764, -5.581)  0.17
H (-2.782, 1.769, -4.184)  0.29
H (-1.721, 1.710, -2.764)  0.11
H (-2.472, 0.295, -3.244)  0.14
C (-6.774, -0.813, -2.347)  -0.83
O (-5.995, -0.630, -1.217)  -0.21
C (-4.716, -1.178, -1.119)  0.28
O (-3.998, -0.725, -0.233)  -0.05
O (-4.416, -2.069, -1.980)  -0.37
C (-3.234, -2.859, -1.723)  0.03
H (-7.149, -1.819, -2.533)  0.33
H (-6.422, -0.321, -3.270)  0.31
H (-7.778, -0.306, -2.158)  0.21
H (-3.034, -3.361, -2.695)  -0.16
H (-3.471, -3.465, -0.861)  0.44
H (-2.451, -2.176, -1.398)  -0.04

Properties
Frontier orbital gap in eV: 9.1
Total charge: 0
E in Ha: -4387.987476

=====

Record 2
A molecular structure, C40H65CsGeN7P3SSe, computed with wB97M-V/def2-TZVPD.

Last column: Mulliken charge in e.
Cartesian coordinates (Å):
Cs (1.063, 1.185, 2.089)  2.14
C (-2.256, 5.124, 2.209)  -1.79
C (-2.714, 3.666, 2.200)  1.90
C (-4.238, 3.586, 2.244)  -1.60
P (-1.772, 2.730, 0.902)  0.05
C (-2.870, 1.264, 0.637)  -1.02
N (-2.456, 0.431, -0.469)  -0.02
Ge (-0.563, -0.390, -0.476)  0.51
N (-0.908, -2.325, -0.354)  -0.34
C (-0.630, -2.993, 0.904)  -1.48
P (1.077, -2.678, 1.601)  1.19
C (2.225, -3.873, 0.742)  1.04
C (3.568, -3.870, 1.476)  -1.85
C (1.809, -5.316, 0.473)  -1.44
C (0.864, -3.297, 3.345)  0.51
C (0.116, -4.615, 3.558)  -1.50
C (0.199, -2.195, 4.175)  -1.35
C (-1.000, -3.047, -1.512)  0.85
C (-0.970, -4.442, -1.669)  -1.45
C (-0.917, -5.023, -2.930)  -0.86
C (-0.909, -4.256, -4.080)  -1.27
C (-1.052, -2.876, -3.950)  -0.24
C (-1.150, -2.303, -2.703)  0.66
N (-1.508, -0.903, -2.520)  1.54
C (-2.948, -0.757, -2.437)  -0.29
C (-3.809, -1.298, -3.368)  0.42
C (-5.186, -1.131, -3.244)  -1.23
C (-5.667, -0.430, -2.152)  -0.73
C (-4.812, 0.100, -1.196)  -1.00
C (-3.415, -0.040, -1.313)  -0.10
C (-0.833, -0.033, -3.456)  -0.13
C (-1.447, 0.610, -4.504)  0.17
C (-0.683, 1.361, -5.402)  -1.44
C (0.688, 1.404, -5.226)  -0.88
C (1.310, 0.774, -4.155)  -1.11
C (0.563, 0.066, -3.197)  0.54
N (0.974, -0.546, -2.063)  0.34
C (2.379, -0.538, -1.735)  0.25
P (2.980, 0.895, -0.710)  0.41
C (3.384, 2.275, -1.885)  0.74
C (3.655, 3.545, -1.077)  -1.56
C (4.520, 2.018, -2.873)  -1.87
C (4.661, 0.365, -0.100)  0.81
C (4.594, -0.003, 1.384)  -1.10
C (5.333, -0.749, -0.901)  -1.56
C (-1.934, 3.672, -0.688)  0.07
C (-3.293, 3.637, -1.381)  -1.43
C (-0.828, 3.244, -1.657)  -1.72
H (-2.572, 5.604, 3.136)  0.41
H (-2.682, 5.679, 1.368)  0.40
H (-1.167, 5.210, 2.145)  0.40
H (-2.345, 3.221, 3.132)  -0.92
H (-4.703, 4.020, 1.356)  0.25
H (-4.598, 4.135, 3.118)  0.44
H (-4.596, 2.559, 2.338)  0.37
H (-3.876, 1.652, 0.471)  0.22
H (-2.931, 0.721, 1.597)  0.35
H (-0.821, -4.064, 0.830)  0.42
H (-1.324, -2.643, 1.680)  0.04
H (2.370, -3.394, -0.234)  -0.38
H (3.499, -4.440, 2.406)  0.41
H (3.915, -2.868, 1.729)  0.22
H (4.334, -4.349, 0.861)  0.45
H (1.563, -5.854, 1.388)  0.18
H (2.638, -5.852, 0.000)  0.47
H (0.965, -5.378, -0.204)  0.26
H (1.887, -3.402, 3.720)  0.34
H (-0.862, -4.604, 3.073)  0.22
H (-0.060, -4.775, 4.626)  0.49
H (0.661, -5.480, 3.187)  0.28
H (-0.823, -1.986, 3.843)  0.24
H (0.754, -1.254, 4.184)  0.11
H (0.123, -2.516, 5.218)  0.53
H (-1.009, -5.094, -0.811)  0.85
H (-0.878, -6.105, -3.002)  0.39
H (-0.836, -4.716, -5.057)  0.40
H (-1.102, -2.237, -4.824)  0.54
H (-3.401, -1.866, -4.194)  0.50
H (-5.860, -1.557, -3.975)  0.41
H (-6.735, -0.298, -2.021)  0.40
H (-5.242, 0.605, -0.343)  0.48
H (-2.520, 0.524, -4.624)  0.52
H (-1.157, 1.875, -6.228)  0.39
H (1.304, 1.951, -5.932)  0.42
H (2.384, 0.850, -4.060)  0.40
H (2.998, -0.698, -2.630)  0.71
H (2.583, -1.403, -1.091)  -1.29
H (2.454, 2.425, -2.439)  -0.07
H (4.527, 3.430, -0.427)  0.29
H (2.805, 3.806, -0.444)  0.27
H (3.856, 4.390, -1.742)  0.46
H (5.480, 1.961, -2.352)  0.31
H (4.594, 2.831, -3.601)  0.43
H (4.397, 1.085, -3.427)  0.35
H (5.271, 1.270, -0.191)  0.39
H (3.846, -0.781, 1.567)  -0.13
H (4.328, 0.830, 2.038)  0.29
H (5.557, -0.391, 1.733)  0.47
H (4.799, -1.695, -0.780)  0.14
H (6.355, -0.911, -0.545)  0.51
H (5.374, -0.532, -1.969)  0.27
H (-1.717, 4.702, -0.382)  0.92
H (-3.547, 2.619, -1.686)  0.16
H (-3.275, 4.249, -2.288)  0.47
H (-4.097, 4.007, -0.743)  0.22
H (-1.017, 2.247, -2.057)  0.39
H (0.153, 3.226, -1.172)  -0.02
H (-0.781, 3.931, -2.507)  0.62
N (-0.707, 0.588, 5.917)  -0.60
N (-1.477, 1.726, 5.593)  0.01
C (-1.151, 3.000, 5.924)  0.41
N (0.120, 3.225, 6.262)  -0.30
S (-2.327, 4.197, 5.929)  -0.45
H (-0.489, 0.617, 6.908)  0.23
H (0.191, 0.641, 5.424)  0.15
H (-2.460, 1.561, 5.475)  0.20
H (0.884, 2.593, 6.005)  0.07
H (0.339, 4.191, 6.426)  0.21
Se (2.642, 1.161, 4.823)  -0.77

Properties
Relative energy (zero: lowest compared OMol25 entry of this formula, charge and spin) in eV: 0.431
Frontier orbital gap (spin up / spin down) in eV: 6.0 / 5.6
Spin multiplicity: 2
Expectation value of S²: 0.75
Total charge: -1
E in Ha: -7867.305169

=====

Record 3
A gas-phase ion, C6H11N2O2 (charge +1) in a non-equilibrium geometry, computed with wB97M-V/def2-TZVPD.

Last column: Mulliken charge in e.
Cartesian coordinates (Å):
C (-0.442, -1.949, -0.542)  -0.35
C (-0.116, -0.658, -0.462)  -0.25
C (-0.764, 1.711, 0.072)  -1.51
C (1.492, 1.031, 0.597)  -1.73
C (-0.639, 0.176, 1.830)  -1.99
C (0.013, 0.467, 0.497)  2.06
N (-0.430, -2.469, -1.789)  0.07
N (0.530, -0.519, -2.029)  0.65
O (1.082, 0.383, -2.539)  -0.54
O (0.282, -1.688, -2.618)  -0.19
H (-0.795, -2.365, 0.337)  0.50
H (-1.912, 1.475, -0.038)  0.37
H (-0.891, 2.326, 0.863)  0.54
H (-0.444, 2.346, -0.855)  0.31
H (1.731, 1.669, -0.211)  0.43
H (2.291, 0.175, 0.604)  0.33
H (1.648, 1.345, 1.518)  0.55
H (-0.242, -0.782, 2.382)  0.32
H (-1.641, -0.175, 1.613)  0.51
H (-0.569, 0.946, 2.473)  0.58
H (-0.183, -3.445, -1.705)  0.34

Properties
Relative energy (zero: lowest compared OMol25 entry of this formula, charge and spin) in eV: 5.834
Frontier orbital gap (spin up / spin down) in eV: 8.5 / 7.1
Spin multiplicity: 3
Expectation value of S²: 2.01
Total charge: +1
E in Ha: -494.594205